Entry 1:
97
Properties=species:S:1:pos:R:3:forces:R:3 method="wB97M-V/def2-TZVPD" e_above_lowest_kj_mol=0.0 spin_multiplicity=2 lumo_energy_ev="3.994 / 3.993" s2=0.779 charge=-2
Hg 0.1890 2.1643 -0.2028 0.17 0.19 0.55
C -3.6370 1.8932 1.1680 0.07 0.01 -0.05
C -2.9646 0.5751 0.7024 0.04 0.03 -0.14
N -2.2238 0.6958 -0.5429 -0.09 -0.06 -0.02
C -2.9944 0.9929 -1.7367 0.03 0.04 0.07
C -2.3233 2.0439 -2.6497 0.08 -0.01 0.14
N -1.7057 3.1341 -1.9276 -0.27 0.15 -0.02
C -2.5570 4.2165 -1.4731 0.05 -0.02 -0.10
C -3.5628 3.8332 -0.3827 0.05 -0.07 -0.05
N -2.9848 3.0961 0.7106 -0.16 0.07 0.14
H -3.6308 1.8759 2.2608 -0.04 -0.02 0.02
H -4.6944 1.8901 0.8628 0.02 0.00 -0.03
H -3.7514 -0.1975 0.6466 0.01 -0.04 0.07
H -2.2472 0.2622 1.4616 0.08 -0.01 0.06
H -1.6258 -0.1085 -0.6831 0.05 0.02 0.02
H -3.9823 1.3398 -1.4310 -0.01 0.01 -0.02
H -3.1678 0.0902 -2.3404 -0.04 0.01 -0.04
H -3.0782 2.3943 -3.3757 -0.01 -0.02 -0.04
H -1.5257 1.5510 -3.2087 -0.02 -0.01 -0.01
H -0.9028 3.5135 -2.4149 0.06 -0.07 0.05
H -3.1398 4.6567 -2.3046 0.01 0.06 0.00
H -1.8935 4.9936 -1.0864 -0.01 -0.01 0.02
H -4.3602 3.2332 -0.8291 -0.02 0.01 0.01
H -4.0439 4.7651 -0.0482 0.00 0.03 -0.02
H -2.6489 3.6817 1.4593 0.10 -0.04 -0.02
S -1.5099 1.4866 4.8598 -0.02 0.06 -0.08
C -0.8756 -0.1248 4.9974 -0.05 -0.02 0.06
C -1.1383 -1.0725 5.9650 0.02 0.00 0.00
C -0.4715 -2.2998 5.9228 -0.01 0.02 -0.02
C 0.4681 -2.5257 4.9181 -0.02 0.01 0.00
C 0.7321 -1.5774 3.9426 0.07 -0.11 -0.05
C 0.0330 -0.3523 3.9280 -0.01 -0.05 0.02
N 0.1759 0.6417 3.0244 0.05 0.09 -0.09
C -0.5182 1.7434 3.3715 -0.10 -0.02 0.03
C -0.4935 3.0413 2.7935 -0.02 0.15 0.04
C -1.0286 4.1330 3.5469 -0.01 -0.11 0.03
C -0.9639 5.4403 3.1117 0.00 0.04 -0.03
C -0.3600 5.7514 1.8980 0.02 -0.02 -0.02
C 0.1156 4.6958 1.1100 0.01 0.01 0.10
C 0.0365 3.3660 1.5023 -0.10 -0.19 -0.19
H -1.8475 -0.8595 6.7572 0.00 -0.01 0.00
H -0.6688 -3.0562 6.6720 0.00 0.00 0.00
H 1.0129 -3.4637 4.8971 -0.01 0.01 0.00
H 1.4955 -1.7737 3.1983 -0.10 -0.05 0.10
H -1.4685 3.9462 4.5195 0.01 -0.04 0.01
H -1.3714 6.2263 3.7401 -0.01 -0.01 0.00
H -0.2822 6.7757 1.5538 0.00 0.00 0.00
H 0.5303 4.9216 0.1333 0.01 0.01 -0.03
O 2.2165 3.6761 -3.8654 -0.03 -0.01 -0.05
C 1.6645 3.1613 -2.8985 -0.02 -0.15 0.24
O 1.1929 3.7183 -1.8633 -0.02 0.26 -0.19
C 1.4910 1.5876 -2.9123 0.01 -0.01 -0.26
O 2.0039 0.9165 -3.7940 -0.03 0.00 0.14
O 0.7560 1.0484 -1.9645 0.23 0.26 -0.47
F -1.0630 -6.5549 2.8312 -0.06 0.01 -0.07
C -1.6831 -6.1859 1.6847 0.08 -0.01 0.06
F -2.9529 -5.8808 2.0307 0.05 -0.04 -0.01
F -1.7480 -7.2957 0.9168 -0.02 0.02 0.04
C -0.9914 -5.0503 1.0014 -0.06 0.03 -0.01
C -0.3410 -5.2331 -0.2069 0.09 0.01 0.00
C 0.2729 -4.1569 -0.8375 0.19 -0.03 0.02
C 0.2540 -2.8773 -0.2835 -0.39 0.13 -0.01
C -0.4231 -2.7273 0.9366 0.10 0.06 -0.03
C -1.0239 -3.7884 1.5848 0.02 -0.06 0.09
P 0.6142 -1.2280 -1.1291 0.10 -0.80 0.26
C 1.0373 -1.8632 -2.7997 -0.04 -0.06 0.06
C 0.1799 -1.5510 -3.8448 -0.03 0.05 0.01
C 0.3785 -2.0717 -5.1145 0.01 0.01 -0.03
C 1.4618 -2.9025 -5.3474 -0.03 -0.02 0.01
C 2.3435 -3.2123 -4.3185 0.01 0.00 0.00
C 2.1252 -2.6967 -3.0543 0.00 -0.04 0.00
C 1.7003 -3.5072 -6.6947 0.02 0.03 -0.02
F 0.8199 -3.0907 -7.6243 0.05 -0.02 0.02
F 1.6125 -4.8617 -6.6655 0.01 0.04 -0.01
F 2.9338 -3.2316 -7.1734 -0.07 -0.03 0.01
C 2.2649 -0.8124 -0.4278 0.04 0.14 -0.02
C 2.3768 -0.6146 0.9484 -0.02 -0.10 -0.07
C 3.5606 -0.1724 1.5109 -0.02 0.00 -0.02
C 4.6511 0.0950 0.6937 0.01 -0.01 0.05
C 4.5426 -0.0496 -0.6795 0.01 0.00 -0.04
C 3.3531 -0.4934 -1.2370 -0.01 -0.02 -0.04
C 5.9233 0.5724 1.3195 -0.02 -0.01 -0.01
F 6.3572 -0.2709 2.2904 0.00 0.06 -0.04
F 5.7945 1.7790 1.9065 0.03 -0.05 0.00
F 6.9340 0.6799 0.4315 0.00 0.01 0.05
H -0.3133 -6.2126 -0.6657 -0.01 0.01 -0.01
H 0.7723 -4.3409 -1.7780 -0.04 0.05 -0.08
H -0.5127 -1.7420 1.3762 0.00 0.12 0.06
H -1.5328 -3.6271 2.5291 0.04 0.00 -0.04
H -0.6404 -0.8661 -3.6656 0.00 -0.01 0.01
H -0.2935 -1.8145 -5.9215 0.00 0.00 0.00
H 3.1943 -3.8551 -4.5093 0.00 0.00 0.00
H 2.8092 -2.9439 -2.2517 0.00 -0.01 -0.01
H 1.5235 -0.7540 1.5936 -0.03 0.11 -0.10
H 3.6187 -0.0094 2.5798 -0.02 0.00 0.01
H 5.3749 0.2040 -1.3216 -0.01 0.00 0.00
H 3.2647 -0.5423 -2.3139 0.00 0.05 0.01

Entry 2:
20
Properties=species:S:1:pos:R:3:forces:R:3 method="wB97M-V/def2-TZVPD" e_above_lowest_kj_mol=337.6 smiles="C/C=C/CN.O.O" spin_multiplicity=1 lumo_energy_ev=0.604 charge=0
C -1.2968 2.2075 -2.3673 0.81 1.70 -1.02
C -0.7175 1.4127 -1.2245 -0.61 0.59 0.67
C 0.4453 0.7151 -1.2652 2.38 1.18 -0.12
C 0.8504 -0.5678 -0.5986 -2.67 0.10 1.93
N 2.1008 -0.6990 0.1151 1.41 1.96 -1.90
H -0.4529 2.9198 -2.5165 -0.41 -0.13 -1.03
H -2.1457 2.9212 -2.1426 0.73 -1.25 0.24
H -1.5661 1.6590 -3.3332 0.69 0.56 1.51
H -1.1855 1.8080 -0.2917 -0.33 -2.21 -0.09
H 1.4080 1.1633 -1.7350 -2.02 -0.86 -1.03
H 0.7826 -1.3143 -1.3931 -0.30 -0.08 -0.16
H 0.0553 -0.7963 0.1665 0.28 -0.16 -0.81
H 2.8162 -0.3373 -0.5837 -0.58 -0.79 1.39
H 2.2273 -1.6884 0.1923 0.58 -0.53 0.30
O -2.7053 -2.3739 2.8281 0.60 -1.28 -1.74
H -2.5469 -2.7673 1.8843 -0.18 0.83 3.05
H -2.2353 -2.9147 3.5095 -0.42 0.47 -1.33
O 1.2396 -0.8005 2.9865 1.12 0.06 2.00
H 1.0088 -0.2519 2.2517 0.13 0.60 -0.76
H 1.9177 -0.2952 3.5174 -1.20 -0.78 -1.11

Entry 3:
17
Properties=species:S:1:pos:R:3:forces:R:3 method="wB97M-V/def2-TZVPD" e_above_lowest_kj_mol=0.0 spin_multiplicity=1 lumo_energy_ev=-4.205 charge=+1
C -1.8811 -0.6287 -0.0489 -0.21 -0.23 -0.03
C -0.4511 -0.4013 -0.4252 0.69 -0.12 0.58
N -2.2859 0.6342 0.5422 -0.70 -0.09 0.34
N 0.4953 -1.2829 -0.3473 -0.27 0.19 -0.14
N 2.8079 0.2759 0.4972 0.06 -0.44 -0.13
P -0.0217 1.3479 -0.5122 0.39 0.48 0.17
H -1.9860 -1.5024 0.6087 0.06 0.05 -0.13
H -2.4776 -0.8215 -0.9473 0.14 0.01 0.03
H -3.2684 0.8417 0.4075 0.08 -0.07 -0.02
H -2.0910 0.6764 1.5363 -0.04 -0.05 -0.07
H 1.4661 -0.9182 -0.3239 -0.16 -0.11 -0.07
H 0.3241 -2.2585 -0.1358 -0.09 0.04 0.04
H 3.6031 -0.1496 0.0286 0.11 0.08 0.10
H 2.9674 1.2752 0.4737 -0.06 0.08 -0.01
H 2.8598 -0.0091 1.4703 0.08 0.07 0.01
H 0.9845 1.1905 -1.4674 0.24 -0.04 -0.29
H -1.0455 1.7304 -1.3563 -0.32 0.15 -0.37